Formula: C19H20N2O4
Source: the OMol25 dataset
Level of theory: ωB97M-V with the def2-TZVPD basis set

Geometry (Å):
C -4.361 -0.242 1.431
C -4.557 1.041 0.628
O -3.788 1.058 -0.558
C -2.440 1.224 -0.483
C -1.727 1.606 0.648
C -0.351 1.727 0.583
C 0.348 1.472 -0.588
C 1.806 1.485 -0.610
N 2.560 2.519 -0.162
N 3.864 2.286 -0.247
C 3.983 1.065 -0.735
C 2.719 0.506 -0.982
O 2.496 -0.747 -1.484
C 1.312 -1.352 -1.144
C 0.612 -2.001 -2.153
C -0.611 -2.592 -1.898
C -1.152 -2.537 -0.626
C -0.440 -1.939 0.396
C 0.801 -1.362 0.164
O 1.453 -0.776 1.225
C 2.707 -1.351 1.575
C 3.409 -0.410 2.540
C -0.377 1.130 -1.739
O 0.303 0.941 -2.898
C -1.752 1.007 -1.676
H -5.000 -0.227 2.310
H -4.620 -1.101 0.818
H -3.325 -0.344 1.744
H -5.591 1.110 0.279
H -4.343 1.924 1.243
H -2.222 1.802 1.586
H 0.201 1.987 1.473
H 2.223 3.405 0.179
H 4.946 0.626 -0.898
H 1.041 -2.003 -3.143
H -1.147 -3.081 -2.698
H -2.118 -2.974 -0.424
H -0.829 -1.910 1.403
H 2.528 -2.327 2.052
H 3.328 -1.516 0.687
H 4.334 -0.861 2.884
H 3.636 0.532 2.047
H 2.767 -0.212 3.394
H -0.311 0.684 -3.596
H -2.320 0.730 -2.552

Output
- orbital gap (eV) = 8.67
- energy above the lowest of the compared OMol25 structures with the same formula, charge and spin (eV) = 3.555
- HOMO level (eV) = -7.9
- LUMO level (hartree) = 0.0269
- M (g mol⁻¹) = 340.4
- strongest force on any atom (eV Å⁻¹) = 0.8



Formula: C19H20N4O2PdS
Source: the OMol25 dataset
Level of theory: ωB97M-V with the def2-TZVPD basis set

Geometry (Å):
Pd -0.391 -0.362 0.115
O -0.334 0.380 2.479
C 0.348 1.423 2.683
C -0.103 2.417 3.607
C 0.600 3.565 3.860
C 1.808 3.816 3.206
C 2.298 2.872 2.330
C 1.626 1.677 2.060
C 2.204 0.765 1.122
N 1.817 -0.439 0.876
C 2.656 -1.225 0.010
C 1.821 -1.843 -1.121
N 1.107 -0.776 -1.748
C 0.688 -0.838 -2.953
C -0.135 0.171 -3.541
C -0.481 0.065 -4.889
C -1.376 0.918 -5.491
C -1.979 1.912 -4.711
C -1.646 2.068 -3.396
C -0.693 1.232 -2.716
O -0.385 1.460 -1.524
H -1.034 2.226 4.129
H 0.219 4.288 4.579
H 2.347 4.742 3.389
H 3.255 3.042 1.841
H 3.094 1.165 0.594
H 3.483 -0.628 -0.431
H 3.108 -2.036 0.606
H 2.463 -2.428 -1.819
H 1.088 -2.523 -0.650
H 0.924 -1.721 -3.596
H -0.019 -0.732 -5.474
H -1.632 0.810 -6.541
H -2.729 2.560 -5.161
H -2.107 2.846 -2.800
S -2.622 -1.155 -0.648
C -1.778 -1.664 0.762
N -1.209 -2.979 0.753
C -1.678 -3.665 1.935
C -1.802 -2.494 2.909
N -2.348 -1.461 2.044
H -1.378 -3.453 -0.129
H -0.975 -4.438 2.262
H -2.672 -4.122 1.778
H -0.814 -2.211 3.302
H -2.491 -2.708 3.736
H -2.142 -0.515 2.373

Output
- charge = -2
- orbital gap (eV) = 5.47
- energy above the lowest of the compared OMol25 structures with the same formula, charge and spin (eV) = 0.577
- HOMO level (eV) = -0.1
- LUMO level (hartree) = 0.1975
- M (g mol⁻¹) = 474.9
- strongest force on any atom (eV Å⁻¹) = 1.7



Formula: C19H20N4O3
Source: the OMol25 dataset
Level of theory: ωB97M-V with the def2-TZVPD basis set

Geometry (Å):
C 7.014 0.945 2.021
O 6.606 0.236 0.878
C 5.334 0.416 0.420
C 4.385 1.247 1.003
C 3.123 1.352 0.445
C 2.782 0.637 -0.696
N 1.493 0.798 -1.214
C 0.925 0.220 -2.295
O 1.444 -0.583 -3.039
C -0.515 0.742 -2.533
C -1.324 -0.306 -3.303
C -2.038 -1.290 -2.413
O -2.459 -2.362 -2.773
N -2.252 -0.857 -1.125
C -1.863 0.388 -0.658
N -2.387 0.806 0.533
C -3.090 0.069 1.491
C -2.753 -1.244 1.808
C -3.481 -1.922 2.770
C -4.523 -1.304 3.432
C -4.849 0.020 3.152
C -5.967 0.692 3.888
C -4.127 0.694 2.182
N -1.093 1.184 -1.289
C 3.732 -0.199 -1.279
C 4.989 -0.305 -0.724
H 8.050 0.655 2.194
H 6.414 0.678 2.897
H 6.965 2.027 1.863
H 4.612 1.820 1.889
H 2.393 2.003 0.906
H 0.880 1.430 -0.709
H -0.393 1.637 -3.159
H -0.650 -0.858 -3.964
H -2.090 0.169 -3.922
H -2.847 -1.436 -0.546
H -2.298 1.799 0.690
H -1.907 -1.722 1.337
H -3.218 -2.942 3.010
H -5.084 -1.842 4.182
H -6.083 1.724 3.569
H -5.776 0.677 4.960
H -6.904 0.166 3.711
H -4.367 1.722 1.948
H 3.477 -0.759 -2.163
H 5.732 -0.948 -1.167

Output
- orbital gap (eV) = 8.38
- energy above the lowest of the compared OMol25 structures with the same formula, charge and spin (eV) = 1.042
- HOMO level (eV) = -7.9
- LUMO level (hartree) = 0.0192
- M (g mol⁻¹) = 352.4
- strongest force on any atom (eV Å⁻¹) = 0.7



Formula: C19H20N8O8S2W
Source: the OMol25 dataset
Level of theory: ωB97M-V with the def2-TZVPD basis set

Geometry (Å):
W -0.308 -0.045 -0.935
N -0.882 1.264 -3.584
C -2.295 0.940 -3.641
C -2.994 0.806 -2.300
O -4.200 0.993 -2.256
N -2.278 0.417 -1.199
C -3.149 0.107 -0.066
C -2.314 -0.137 1.159
O -2.770 -0.333 2.258
O -1.013 -0.096 0.912
H -0.726 2.249 -3.419
H -0.429 0.990 -4.443
H -2.401 -0.041 -4.109
H -2.899 1.643 -4.220
H -3.746 -0.786 -0.266
H -3.855 0.914 0.131
N 2.098 -5.441 2.808
C 2.092 -4.076 2.565
C 3.254 -3.431 2.129
C 3.262 -2.069 1.919
C 2.103 -1.339 2.153
C 0.940 -1.958 2.596
C 0.941 -3.321 2.805
S 2.081 0.355 1.742
O 1.022 0.994 2.501
O 3.395 0.901 1.838
N 1.566 0.375 0.185
C 2.385 0.388 -0.887
N 3.699 0.237 -0.916
C 4.239 0.182 -2.128
C 3.497 0.222 -3.307
C 2.128 0.336 -3.179
N 1.585 0.481 -1.980
H 2.802 -5.969 2.320
H 1.195 -5.887 2.790
H 4.154 -4.010 1.957
H 4.153 -1.560 1.575
H 0.044 -1.375 2.758
H 0.040 -3.814 3.150
H 5.318 0.071 -2.156
H 3.975 0.131 -4.270
H 1.445 0.301 -4.014
S -0.169 2.506 -0.847
C -1.305 2.905 0.420
N -1.020 2.547 1.687
C -1.843 2.775 2.717
C -3.022 3.449 2.525
C -3.343 3.871 1.239
C -2.488 3.596 0.188
H -0.153 1.993 1.871
H -1.519 2.383 3.670
H -3.685 3.624 3.358
H -4.273 4.393 1.055
H -2.733 3.877 -0.826
O -1.451 -2.170 -0.871
N -0.396 -2.216 -1.625
O 0.722 -1.894 -0.916
O -0.477 -1.251 -2.623

Output
- orbital gap (spin up / spin down) (eV) = 7.13 / 7.29
- expectation value of S² = 2.0113
- energy above the lowest of the compared OMol25 structures with the same formula, charge and spin (eV) = 2.100
- HOMO level (spin up / spin down) (eV) = -7.9 / -8.2
- LUMO level (spin up / spin down) (hartree) = -0.0287 / -0.0331
- spin multiplicity = 3
- M (g mol⁻¹) = 736.4
- strongest force on any atom (eV Å⁻¹) = 0.6



Formula: C19H21CdIN2O3S
Source: the OMol25 dataset
Level of theory: ωB97M-V with the def2-TZVPD basis set

Geometry (Å):
C 1.693 3.890 2.029
C 2.299 0.642 -1.752
H 1.839 4.900 1.641
H 2.370 3.180 1.526
H 1.852 3.869 3.105
H 1.520 0.108 -2.310
H 2.722 1.433 -2.415
H 3.127 -0.035 -1.484
C -1.835 1.651 -0.933
C -3.164 1.355 -1.252
C -3.457 0.086 -1.755
C -2.427 -0.854 -1.796
H -1.573 2.668 -0.607
H -3.917 2.119 -1.096
H -4.455 -0.180 -2.082
H -2.562 -1.841 -2.210
N -0.857 0.752 -0.948
C -1.163 -0.526 -1.263
C -0.142 -1.593 -1.069
N 0.932 -1.304 -0.338
C 1.964 -2.132 -0.249
C 0.852 -3.741 -1.638
C 1.991 -3.361 -0.919
H 2.822 -1.799 0.331
H 2.891 -3.967 -0.849
C -0.227 -2.859 -1.710
H -1.109 -3.083 -2.305
H 0.825 -4.693 -2.166
Cd 1.630 1.701 -0.040
I -0.355 3.497 1.648
C 0.553 0.490 8.227
C 0.461 0.207 6.759
C 0.582 -1.101 6.273
C 0.591 -1.356 4.902
C 0.461 -0.283 4.015
C 0.224 1.006 4.481
C 0.234 1.247 5.849
S 0.577 -0.564 2.247
O 1.757 0.295 1.862
O 0.846 -1.989 2.242
O -0.680 -0.100 1.690
H -0.369 0.208 8.749
H 1.372 -0.070 8.688
H 0.723 1.555 8.401
H 0.683 -1.930 6.977
H 0.703 -2.373 4.525
H 0.033 1.805 3.765
H 0.070 2.258 6.219

Output
- orbital gap (eV) = 7.64
- energy above the lowest of the compared OMol25 structures with the same formula, charge and spin (eV) = 3.981
- HOMO level (eV) = -8.4
- LUMO level (hartree) = -0.0271
- M (g mol⁻¹) = 596.8
- strongest force on any atom (eV Å⁻¹) = 2.5



Formula: C19H21ClN2O4S
Source: the OMol25 dataset
Level of theory: ωB97M-V with the def2-TZVPD basis set

Geometry (Å):
O 2.372 5.812 6.764
N 1.534 4.884 6.695
O 0.985 4.387 7.706
C 1.186 4.366 5.409
C 0.251 3.324 5.300
C -0.089 2.815 4.045
C 0.503 3.326 2.878
S 0.020 2.655 1.235
C 1.010 1.286 0.900
Cl 0.604 0.042 -0.085
O -1.363 2.250 1.382
O 0.377 3.738 0.344
C 1.430 4.382 2.994
C 1.775 4.892 4.247
H -0.204 2.932 6.203
H -0.839 2.028 3.978
H 2.077 1.413 1.052
H 1.877 4.830 2.107
H 2.491 5.702 4.346
C 1.248 -4.917 -1.457
C 0.040 -4.803 -0.526
C -0.305 -3.362 -0.165
N -0.332 -2.489 -1.351
C -1.124 -1.414 -1.358
C -1.609 -0.806 -2.576
C -1.495 -1.448 -3.844
C -1.777 -0.752 -5.013
C -2.308 0.542 -4.946
C -2.571 1.132 -3.699
C -2.220 0.474 -2.526
C 0.864 -2.555 -2.229
C 1.129 -3.991 -2.666
H 2.159 -4.660 -0.901
H 1.355 -5.952 -1.799
H -0.832 -5.270 -1.001
H 0.225 -5.356 0.402
H -1.295 -3.317 0.303
H 0.420 -2.969 0.569
H -1.604 -1.106 -0.417
H -1.199 -2.503 -3.895
H -1.610 -1.231 -5.981
H -2.530 1.087 -5.862
H -3.060 2.105 -3.643
H -2.404 0.919 -1.542
H 0.730 -1.907 -3.102
H 1.746 -2.174 -1.679
H 2.048 -4.012 -3.267
H 0.316 -4.329 -3.323

Output
- orbital gap (eV) = 3.99
- energy above the lowest of the compared OMol25 structures with the same formula, charge and spin (eV) = 8.201
- HOMO level (eV) = -5.9
- LUMO level (hartree) = -0.0717
- M (g mol⁻¹) = 408.9
- strongest force on any atom (eV Å⁻¹) = 4.3



Formula: C19H21ClN2O5S2
Source: the OMol25 dataset
Level of theory: ωB97M-V with the def2-TZVPD basis set

Geometry (Å):
N -0.366 1.156 2.328
S -1.532 0.052 1.863
O -0.913 -1.208 1.524
O -2.542 0.047 2.877
C -2.123 0.770 0.348
C -2.536 -0.087 -0.651
C -2.859 0.428 -1.894
C -2.783 1.797 -2.127
C -2.939 2.332 -3.522
C -1.573 2.850 -4.011
N -0.497 1.954 -3.652
C 0.349 2.242 -2.648
O 0.371 3.297 -2.051
C 1.375 1.135 -2.356
O 0.851 0.041 -1.604
C 0.214 -0.926 -2.258
O -0.109 -0.852 -3.421
C 0.019 -2.141 -1.388
C 1.257 -3.035 -1.480
S 2.782 -2.211 -0.909
C 2.401 -1.796 0.771
C 1.704 -2.649 1.614
C 1.440 -2.272 2.917
C 1.891 -1.047 3.377
Cl 1.524 -0.550 4.992
C 2.617 -0.199 2.552
C 2.868 -0.577 1.248
C -2.440 2.648 -1.081
C -2.098 2.136 0.158
H 0.531 0.950 1.913
H -0.298 1.218 3.332
H -2.573 -1.145 -0.450
H -3.144 -0.239 -2.694
H -3.291 1.539 -4.183
H -3.657 3.153 -3.551
H -1.340 3.807 -3.540
H -1.587 2.978 -5.097
H -0.513 1.007 -4.015
H 2.166 1.556 -1.733
H 1.788 0.761 -3.299
H -0.149 -1.837 -0.352
H -0.840 -2.704 -1.759
H 1.110 -3.947 -0.904
H 1.470 -3.302 -2.516
H 1.354 -3.607 1.266
H 0.879 -2.924 3.566
H 2.977 0.747 2.928
H 3.425 0.071 0.589
H -2.398 3.713 -1.248
H -1.783 2.778 0.963

Output
- orbital gap (eV) = 8.99
- energy above the lowest of the compared OMol25 structures with the same formula, charge and spin (eV) = 0.000
- HOMO level (eV) = -8.5
- LUMO level (hartree) = 0.0191
- M (g mol⁻¹) = 457.0
- strongest force on any atom (eV Å⁻¹) = 0.9



Formula: C19H21ClN4O2
Source: the OMol25 dataset
Level of theory: ωB97M-V with the def2-TZVPD basis set

Geometry (Å):
O -3.295 -0.025 -1.983
C -3.836 -0.668 -1.109
C -5.337 -0.568 -0.830
N -5.671 0.565 0.006
C -5.455 1.882 -0.593
C -5.113 2.819 0.574
C -5.450 1.992 1.815
C -5.120 0.580 1.349
N -3.179 -1.480 -0.229
C -1.811 -1.749 -0.131
C -0.861 -1.167 -0.966
C 0.478 -1.471 -0.816
C 0.904 -2.345 0.183
N 2.252 -2.678 0.361
C 3.383 -1.896 0.280
O 4.482 -2.403 0.348
N 3.127 -0.556 0.168
C 4.030 0.487 0.027
C 5.403 0.302 -0.119
C 6.244 1.388 -0.268
C 5.740 2.677 -0.276
C 4.378 2.882 -0.134
C 3.537 1.797 0.015
Cl 1.824 2.071 0.190
C -0.052 -2.945 1.001
C -1.390 -2.650 0.846
H -5.711 -1.475 -0.345
H -5.855 -0.436 -1.783
H -6.381 2.180 -1.096
H -4.650 1.869 -1.336
H -4.049 3.058 0.565
H -5.673 3.750 0.531
H -4.880 2.290 2.693
H -6.515 2.063 2.038
H -5.601 -0.195 1.953
H -4.028 0.426 1.376
H -3.748 -1.972 0.446
H -1.178 -0.489 -1.741
H 1.191 -1.046 -1.505
H 2.446 -3.622 0.664
H 2.163 -0.258 0.262
H 5.791 -0.703 -0.107
H 7.305 1.223 -0.379
H 6.398 3.524 -0.393
H 3.967 3.880 -0.139
H 0.261 -3.645 1.761
H -2.119 -3.122 1.490

Output
- orbital gap (eV) = 8.71
- energy above the lowest of the compared OMol25 structures with the same formula, charge and spin (eV) = 0.164
- HOMO level (eV) = -8.2
- LUMO level (hartree) = 0.0189
- M (g mol⁻¹) = 372.9
- strongest force on any atom (eV Å⁻¹) = 0.6



Formula: C19H21F2N3O
Source: the OMol25 dataset
Level of theory: ωB97M-V with the def2-TZVPD basis set

Geometry (Å):
O 0.056 -0.086 -0.997
C 1.172 0.213 -0.626
C 1.792 -0.281 0.686
N 0.869 -0.428 1.791
C 0.154 0.798 2.106
C -0.591 0.589 3.428
N -1.518 -0.518 3.354
C -2.822 -0.327 2.926
C -3.297 0.905 2.461
C -4.623 1.083 2.118
C -5.500 0.023 2.230
F -6.801 0.192 1.889
C -5.072 -1.209 2.691
C -3.748 -1.374 3.039
C -0.803 -1.724 2.991
C -0.065 -1.536 1.660
N 1.976 1.042 -1.333
C 1.612 1.542 -2.646
C 2.419 0.870 -3.726
C 3.363 1.574 -4.461
C 4.122 0.939 -5.429
C 3.926 -0.413 -5.643
F 4.666 -1.040 -6.581
C 2.995 -1.141 -4.923
C 2.243 -0.489 -3.964
H 2.248 -1.257 0.493
H 2.581 0.410 1.002
H 0.880 1.608 2.213
H -0.562 1.066 1.313
H -1.109 1.495 3.737
H 0.147 0.336 4.198
H -2.630 1.745 2.346
H -4.976 2.036 1.755
H -5.775 -2.022 2.783
H -3.436 -2.331 3.428
H -1.484 -2.567 2.907
H -0.073 -1.935 3.780
H 0.501 -2.440 1.425
H -0.801 -1.360 0.862
H 2.926 1.192 -1.035
H 0.548 1.316 -2.768
H 1.758 2.625 -2.673
H 3.505 2.630 -4.284
H 4.855 1.474 -6.011
H 2.868 -2.193 -5.121
H 1.506 -1.034 -3.394

Output
- orbital gap (eV) = 8.06
- energy above the lowest of the compared OMol25 structures with the same formula, charge and spin (eV) = 0.465
- HOMO level (eV) = -7.5
- LUMO level (hartree) = 0.0216
- M (g mol⁻¹) = 345.4
- strongest force on any atom (eV Å⁻¹) = 0.5



Formula: C19H21F3N2O2S
Source: the OMol25 dataset
Level of theory: ωB97M-V with the def2-TZVPD basis set

Geometry (Å):
C 3.783 -1.132 0.133
O 2.780 -0.095 0.208
C 2.930 0.824 1.176
O 3.828 0.844 2.046
C 1.885 1.775 1.304
C 1.804 2.885 0.462
C 2.762 3.309 -0.654
C 2.544 4.762 -1.115
C 4.251 3.271 -0.273
C 2.530 2.425 -1.863
N 0.656 3.662 0.721
C -0.113 3.595 1.869
S -1.467 4.538 2.050
N 0.068 2.561 2.779
C 0.816 1.404 2.327
C -0.180 0.461 1.691
C -0.493 -0.815 2.178
C -1.528 -1.698 1.619
C -2.226 -1.405 0.449
C -3.156 -2.263 -0.108
C -3.461 -3.482 0.531
C -4.597 -4.296 -0.035
F -5.814 -3.763 0.293
F -4.426 -4.373 -1.358
F -4.552 -5.565 0.408
C -2.815 -3.782 1.725
C -1.862 -2.922 2.288
H 3.750 -1.809 0.987
H 4.766 -0.717 0.126
H 3.675 -1.636 -0.827
H 3.263 5.056 -1.887
H 1.542 4.848 -1.519
H 2.639 5.432 -0.252
H 4.514 3.779 0.706
H 4.601 2.226 -0.211
H 4.842 3.767 -1.024
H 1.462 2.401 -2.113
H 2.870 1.383 -1.694
H 3.076 2.796 -2.738
H 0.497 4.473 0.158
H -0.678 2.488 3.458
H 1.321 0.918 3.152
H -0.653 0.822 0.818
H 0.073 -1.160 3.042
H -2.051 -0.464 -0.098
H -3.657 -1.988 -1.033
H -3.021 -4.707 2.299
H -1.379 -3.230 3.201

Output
- orbital gap (eV) = 7.93
- energy above the lowest of the compared OMol25 structures with the same formula, charge and spin (eV) = 0.000
- HOMO level (eV) = -8.2
- LUMO level (hartree) = -0.0099
- M (g mol⁻¹) = 398.5
- strongest force on any atom (eV Å⁻¹) = 4.5



What is the strongest force on any atom in the first record?
0.8 eV Å⁻¹



energy above the lowest of the compared OMol25 structures with the same formula, charge and spin of number 2 (C19H20N4O2PdS)?
0.577 eV